No. 1
This record from the Open Molecules 2025 dataset describes C11H26ClNP2Re as an isolated structure at a distorted geometry. The level of theory is the ωB97M-V functional and the def2-TZVPD basis.

Structure (ORCA input):
```
! wB97M-V def2-TZVPD RIJCOSX def2/J DEFGRID3
* xyz 2 4
Re -0.205 0.141 -0.475
H 2.345 4.069 1.445
H 3.037 -3.805 -0.161
P 0.367 2.294 -0.890
P 0.394 -1.982 -1.099
C -0.935 -3.026 -0.307
H -0.926 -4.024 -0.778
H -0.775 -3.094 0.783
H -1.880 -2.507 -0.524
C 0.171 -2.386 -2.867
H 1.031 -1.993 -3.437
H 0.091 -3.481 -2.941
H -0.756 -1.900 -3.209
C 2.242 -3.100 -0.514
H 2.109 -2.737 0.499
H 1.788 -4.041 -0.840
H 2.814 -2.474 -1.274
C -0.198 2.822 -2.568
H -0.203 3.917 -2.712
H 0.452 2.402 -3.366
H -1.216 2.474 -2.773
C -0.672 3.384 0.209
H -0.291 3.331 1.233
H -0.592 4.418 -0.124
H -1.704 3.067 0.185
C 1.925 3.275 -0.727
H 2.740 2.833 -1.276
H 1.813 4.315 -1.032
H 2.283 3.331 0.454
H 1.086 0.243 -1.494
H -1.714 0.224 -1.256
Cl -4.271 -0.349 3.100
C -2.535 -0.405 2.977
C -1.705 -0.977 3.921
C -0.319 -1.013 3.655
C 0.185 -0.466 2.469
N -0.673 0.096 1.579
C -2.045 0.158 1.786
H -2.175 -1.365 4.796
H 0.313 -1.521 4.413
H 1.247 -0.581 2.184
H -2.643 0.434 0.956
*
```

Computed properties:
E_tot = -46525.5478 eV


No. 2
This record from the Open Molecules 2025 dataset describes one molecule with the formula C3H3I at a distorted geometry. The level of theory is the ωB97M-V functional and the def2-TZVPD basis.

Structure (ORCA input):
```
! wB97M-V def2-TZVPD RIJCOSX def2/J DEFGRID3
* xyz 0 3
C -0.641 -0.062 -0.275
C -0.435 -1.316 0.255
C 0.358 0.816 -0.309
I 0.649 -1.507 2.038
H -1.352 -0.062 -0.973
H 0.316 1.502 -1.180
H 1.104 0.629 0.444
*
```

Computed properties:
E_tot = -11255.1935 eV
Relative energy (zero: lowest compared OMol25 entry of this formula, charge and spin) = 0.233 eV


No. 3
This record from the Open Molecules 2025 dataset describes an isolated ion of composition C9H12N3O2 and charge +1 at a distorted geometry. The level of theory is the ωB97M-V functional and the def2-TZVPD basis.

Structure (ORCA input):
```
! wB97M-V def2-TZVPD RIJCOSX def2/J DEFGRID3
* xyz 1 1
C 0.069 3.693 0.951
C 0.194 2.533 0.636
C 0.468 -0.496 1.164
C -1.756 -0.137 0.385
C 2.107 0.549 -0.117
C -0.029 1.347 -0.125
C -0.050 -2.616 0.065
C -2.373 1.988 -0.718
C 0.407 -1.984 1.360
N -1.421 0.984 -0.132
N 0.872 0.315 0.261
N -2.966 -0.727 0.289
O -3.863 -0.164 0.913
O -3.138 -1.558 -0.592
H 0.313 4.636 1.397
H 2.313 1.461 -0.789
H 2.998 -0.045 0.102
H 0.248 1.552 -1.229
H 0.709 -2.594 -0.672
H -0.817 -2.020 -0.461
H -0.485 -3.661 0.229
H -1.679 2.533 -1.348
H -3.107 1.505 -1.339
H -2.769 2.710 0.092
H 1.382 -2.293 1.717
H -0.122 -2.053 2.288
*
```

Computed properties:
E_tot = -18073.4107 eV
Relative energy (zero: lowest compared OMol25 entry of this formula, charge and spin) = 11.264 eV


No. 4
This record from the Open Molecules 2025 dataset describes C5H12NO as an isolated structure at a distorted geometry. The level of theory is the ωB97M-V functional and the def2-TZVPD basis.

Structure (ORCA input):
```
! wB97M-V def2-TZVPD RIJCOSX def2/J DEFGRID3
* xyz 1 3
C -0.209 1.418 0.310
C 0.065 -0.500 0.551
C -0.253 -1.966 0.793
C 3.044 0.559 -0.470
C -2.160 0.100 -0.633
N -0.680 0.280 -0.516
O 0.052 0.549 1.462
H 0.680 1.865 0.005
H -0.792 2.332 0.663
H -1.215 -2.232 0.259
H -0.287 -2.037 1.998
H 0.624 -2.621 0.390
H 2.700 -0.195 -1.118
H 3.921 0.416 0.250
H 2.479 1.520 -0.389
H -2.359 -0.461 -1.486
H -2.657 -0.489 0.245
H -2.725 1.144 -0.941
H -0.227 0.317 -1.375
*
```

Computed properties:
E_tot = -8903.7234 eV
Relative energy (zero: lowest compared OMol25 entry of this formula, charge and spin) = 2.462 eV


E_tot of number 4 (C5H12NO)? -8903.7234 eV


What is the formula in the third record? C9H12N3O2